No. 1
DFT (the ωB97M-V functional and the def2-TZVPD basis) results for an isolated molecule of C3H8O3.

Highest occupied orbital energy, eV: -9.651
ΔE to the lowest compared entry with this formula, charge and spin, kcal/mol: 87.4

```
14
C3H8O3 (the ωB97M-V functional and the def2-TZVPD basis)
C -1.05434 -0.83136 0.49933
C 0.35273 -0.32281 0.23602
C 0.41807 1.18534 0.03731
O 0.08934 1.79098 1.30620
O 0.96835 -0.89826 -0.96239
O 0.19302 -0.62145 -2.13239
H -1.65435 -0.72753 -0.40221
H -1.51691 -0.23837 1.28313
H -1.03701 -1.87725 0.79618
H 1.05813 -0.65089 1.00846
H 1.41920 1.48888 -0.29000
H -0.34793 1.51545 -0.66429
H 0.80394 1.61905 1.93020
H 0.30775 -1.43177 -2.64556
```


No. 2
DFT (the ωB97M-V functional and the def2-TZVPD basis) results for a cluster of 2 separate species, C4H10O3 in total.

Highest occupied orbital energy, eV: -10.218
ΔE to the lowest compared entry with this formula, charge and spin, kcal/mol: 40.9

```
17
C4H10O3 (the ωB97M-V functional and the def2-TZVPD basis)
C -0.76217 -1.16079 0.61245
C 0.00000 0.00000 0.00000
O 0.69484 -0.63039 -1.09704
C -0.26917 -1.01092 -2.01279
O -1.04144 -2.07127 -1.56354
C -1.75969 -1.66954 -0.40172
H -0.23799 -2.08857 0.91227
H -1.45525 -0.88632 1.43084
H 0.71015 0.33096 0.78205
H -0.58732 0.88323 -0.31686
H -0.98492 -0.19587 -2.23380
H 0.29053 -1.22869 -2.94272
H -2.50352 -0.89196 -0.66157
H -2.30846 -2.53102 0.02507
O 2.79209 -2.55580 1.03039
H 2.72566 -1.78442 0.42308
H 2.21577 -3.24195 0.62380
```


No. 3
DFT (the ωB97M-V functional and the def2-TZVPD basis) results for a cluster of 3 separate species, C4H14NO3 in total.

Highest occupied orbital energy, eV: -4.501
ΔE to the lowest compared entry with this formula, charge and spin, kcal/mol: 4.0
Net charge: -1

```
22
C4H14NO3 (the ωB97M-V functional and the def2-TZVPD basis)
C 0.82675 0.90040 1.29981
O 0.63730 -0.45299 1.64785
C 1.84000 1.07399 0.15968
C 1.23356 0.92218 -1.24418
C 0.51866 -0.40373 -1.47399
N 1.38822 -1.55067 -1.19642
H -0.14121 1.30406 0.98869
H 1.16187 1.42853 2.19546
H 2.17271 2.11780 0.20656
H 2.64488 0.35019 0.27728
H 0.57757 1.76718 -1.43403
H 2.08112 1.00288 -1.93422
H 0.14383 -0.43788 -2.51641
H -0.42300 -0.40260 -0.90066
H 1.46055 -1.64270 -0.18595
H 0.92582 -2.39233 -1.50752
H -4.11549 0.73196 0.21861
H -2.80761 -0.00032 -0.10630
O -3.57386 0.47776 -0.53513
H -0.34970 -0.68095 1.42700
H -2.38075 -1.34483 1.66277
O -1.86102 -0.78701 1.07925
```


No. 4
DFT (the ωB97M-V functional and the def2-TZVPD basis) results for a cluster of 2 separate species, C3H8OSi in total.

Highest occupied orbital energy (alpha / beta), eV: -9.274 / -9.248
ΔE to the lowest compared entry with this formula, charge and spin, kcal/mol: 103.9

```
13
C3H8OSi (the ωB97M-V functional and the def2-TZVPD basis)
C 1.49092 -0.93609 0.01300
C -0.41758 0.75027 1.58083
C 0.58139 0.02222 -0.56838
O 1.16710 -2.14130 0.02048
Si -0.98961 -0.88157 -1.23313
H 2.42971 -0.67302 0.41195
H 0.14196 0.24593 2.34674
H -1.32898 0.43616 1.06465
H -0.06091 1.77756 1.32640
H 0.88249 0.98440 -0.69257
H -2.09608 0.16031 -1.59844
H -1.54851 -1.88460 -0.22204
H -0.53637 -1.59764 -2.47270
```


No. 5
DFT (the ωB97M-V functional and the def2-TZVPD basis) results for a cluster of 2 separate species, C3H9NOS in total.

Spin multiplicity: 2
Highest occupied orbital energy (alpha / beta), eV: 0.926 / -6.203
ΔE to the lowest compared entry with this formula, charge and spin, kcal/mol: 27.5
<S²>: 0.75
Net charge: -1

```
15
C3H9NOS (the ωB97M-V functional and the def2-TZVPD basis)
C 0.45726 2.34105 3.95879
C -0.54450 1.19038 4.05064
S -0.03827 -0.29449 2.93553
H 0.15487 3.00316 3.15723
H 1.42648 1.91635 3.65555
H 0.46216 2.79193 4.95189
H -0.79424 0.88363 5.06476
H -1.51964 1.35599 3.59996
H -0.55114 0.43626 1.90113
C -0.28881 -1.94181 -5.92538
N 0.61388 -2.49353 -5.09597
O -0.43335 -2.42985 -7.04426
H -0.79477 -1.03632 -5.64836
H 0.69622 -2.46439 -4.08809
H 1.15386 -3.25836 -5.47342
```


No. 6
DFT (the ωB97M-V functional and the def2-TZVPD basis) results for a structure of composition CH3N5.

Highest occupied orbital energy, eV: -8.794
ΔE to the lowest compared entry with this formula, charge and spin, kcal/mol: 83.1

```
9
CH3N5 (the ωB97M-V functional and the def2-TZVPD basis)
C 0.32827 0.10005 -0.07302
H 2.02787 1.04194 -0.54399
H 2.24836 -0.85409 0.78470
H -2.42061 -1.12694 -0.08522
N 1.66220 0.05847 0.03782
N -0.27426 1.27607 -0.12865
N -1.57219 0.88305 0.18452
N -1.58616 -0.35797 -0.04070
N -0.41348 -1.02057 -0.13547
```


Question: Which value of ΔE to the lowest compared entry with this formula, charge and spin does entry 5 give?
Answer: 27.5 kcal/mol


Question: Which of these has the highest ΔE to the lowest compared entry with this formula, charge and spin?
Answer: C3H8OSi